DFT (ωB97M-V/def2-TZVPD) results for 12 unconnected molecules or ions with the total composition C84H184N8O12.

```
! RIJCOSX wB97M-V def2-TZVPD def2/J DEFGRID3
* xyz 0 1
O 2.7367 9.3489 2.3411
O 0.8807 -1.5532 0.7348
O -4.8013 4.8279 1.6419
O -0.4783 1.0099 -3.1581
O 0.7992 -7.4505 4.4716
O -2.1728 5.1716 3.0070
O -5.0259 -6.3233 -3.4691
O 3.6853 -2.5123 -0.5285
O -9.0702 -1.1395 1.8088
O 6.5160 -0.9719 -1.6239
O 0.7318 -5.8600 -4.9871
O 7.4721 1.7920 -1.1491
N -4.2985 -5.6212 -2.4920
N 0.3156 -6.1968 4.0160
N 0.3273 -0.2953 0.5724
N 0.3865 -4.6894 -4.2713
N 2.0836 8.2648 1.7613
N -7.8639 -0.7599 2.3497
N 6.6164 1.9818 -0.0462
N 0.0640 2.3180 -3.2626
C 1.4878 -5.6313 3.1132
C -4.1966 -4.0141 -0.2215
C 0.9098 -3.4968 -4.9819
C 2.1034 9.1438 -0.4784
C -5.9433 -3.6798 -2.8366
C 5.1506 3.3428 -1.3693
C -3.6876 -7.6153 -1.2712
C 6.4959 1.9244 2.3203
C -1.5700 1.1747 0.7196
C 1.2556 0.6219 1.3414
C -0.9517 3.2525 -3.7337
C 6.0112 3.3006 2.3660
C 7.4320 1.6239 1.1178
C -3.7820 -3.7089 -3.9597
C 7.7221 0.1340 1.1144
C 6.3922 -1.7703 -2.8430
C -1.1294 -0.2951 0.8895
C 0.6004 -2.2475 -4.1065
C 3.5430 6.5321 3.1409
C 1.0506 -2.3286 -2.6085
C 4.2738 -2.7615 1.7822
C 0.2400 -3.3302 -6.3288
C 1.8475 -6.6356 2.0067
C 2.4568 -3.5190 -5.3183
C -5.7638 1.0017 3.1112
C -6.7893 0.4632 4.1163
C 0.7362 2.0641 1.2421
C 5.8314 -0.9566 -4.0128
C -1.6315 2.8883 -5.0748
C 5.6609 -3.7962 0.0477
C -0.2432 4.6484 -3.9208
C 1.9556 3.5742 -4.2792
C 5.2801 3.6570 1.1086
C 2.7028 -5.4399 4.0562
C -5.5116 -0.0121 1.9507
C -8.1319 0.0956 3.5297
C -1.8386 -1.1430 -0.1306
C 7.7955 -2.2573 -3.1621
C 2.3521 1.2877 -3.4021
C -4.5175 6.5872 -0.0663
C -3.7911 -3.4348 -1.4997
C -6.6693 -1.6404 0.4753
C -3.7046 -5.4659 -0.0798
C -2.4656 4.1066 3.8981
C -8.9030 1.4272 3.1231
C -6.8640 -0.4000 1.3110
C 2.1185 7.0627 2.7021
C 1.4330 7.3795 4.0232
C 1.0658 1.4760 -5.4812
C -5.9097 -6.4869 -0.7227
C 1.5553 6.8577 -0.1927
C -1.2119 3.8682 4.6907
C -5.2523 4.1863 -0.5777
C 6.1237 3.3753 -0.1847
C -1.4518 -4.9940 2.9340
C -0.7797 2.1614 1.5356
C 4.0146 7.8063 0.1292
C -7.2436 0.7923 0.4015
C -0.0661 -6.0983 -2.2353
C 8.7529 2.3717 1.3641
C 1.2768 5.9242 2.1085
C 1.5539 0.2815 2.8589
C 1.6068 5.5533 0.6730
C 2.3275 -5.3220 -2.6368
C 0.9668 4.5826 -4.8226
C -2.0175 -6.7141 4.6038
C -3.5842 4.5861 4.7691
C 1.0046 -4.2894 2.5530
C -2.0335 3.4480 -2.6710
C -1.0762 -6.3706 3.4282
C -4.5050 -4.1413 -2.6814
C -4.4805 -6.3051 -1.1829
C -0.4662 -4.3812 1.9997
C -1.4772 -0.8485 2.2794
C -1.2153 -7.4049 2.2867
C 2.6063 0.4962 0.6868
C -9.0747 -0.6092 4.4875
C 1.3160 2.2007 -4.1350
C 0.8472 -4.9374 -2.8059
C 7.1535 4.5562 -0.4257
C 2.4938 7.9639 0.3378
C -5.2941 5.3140 0.4218
C 0.5120 -3.6162 -1.9752
C 4.2436 -3.3743 0.4274
H 0.7764 2.1979 -6.2068
H 6.8784 -0.4484 0.7538
H -5.9693 -6.3050 -3.1422
H -2.7059 4.2664 -2.8592
H -4.2557 -4.1233 -4.8374
H 5.7835 -2.6241 -2.6611
H -4.8291 6.8696 -1.0411
H 4.3363 4.0661 -1.2845
H 3.1620 -6.3338 4.3895
H 4.7338 2.3326 -1.3881
H -6.4468 -4.1404 -3.6927
H -10.0101 -0.8374 4.0006
H 1.4131 5.5487 -4.7059
H -6.3891 5.5087 0.5554
H 1.7203 -3.9875 1.7909
H 2.9789 -4.4639 -2.8729
H 6.8424 3.9583 2.5058
H 0.8353 2.3717 0.1632
H -6.8622 1.7012 0.8679
H 0.2189 0.7747 -5.4637
H -4.7667 1.1158 3.5617
H 2.8195 -2.4773 -5.1306
H 5.7021 -4.2976 -0.9203
H 6.2970 0.0117 -4.1441
H 3.5414 -4.8538 3.6555
H -7.6481 -1.8555 -0.0576
H -6.7777 0.6873 -0.5759
H 0.6127 -1.4412 -2.1687
H -2.6443 -5.4826 -0.2517
H -9.2862 -0.0278 5.4077
H 5.8791 -1.5542 -4.9216
H 0.9372 -3.4521 3.2356
H 9.1353 1.9053 2.2233
H -2.8551 3.1954 3.4134
H -0.3618 0.8687 -2.1933
H 0.6029 -7.4819 5.4244
H 0.3441 7.4976 3.9338
H 3.2991 1.2894 1.0060
H 3.3343 5.8606 3.9734
H 2.5394 1.7730 -2.4445
H -3.4458 6.2999 -0.0535
H 8.5508 -0.0917 0.4311
H 6.3204 -2.9296 -0.1213
H -2.4702 -1.2343 2.2543
H 1.4633 -1.7997 -0.0048
H 2.7058 -6.2248 -3.1837
H 2.6480 10.0654 -0.3977
H 1.0672 -1.4327 -4.6823
H -4.1865 3.9185 -0.6760
H -9.8872 1.0626 2.8452
H -4.0839 -2.3653 -1.6010
H 2.5052 0.7687 3.1170
H -2.4339 -5.1328 2.5769
H 6.9756 1.6355 3.2557
H -1.5940 1.4393 -0.3073
H 8.6222 3.4423 1.6018
H 4.3532 3.0639 1.0679
H -0.4836 -2.1419 -4.1863
H -1.9127 -7.7776 4.8322
H 4.4280 8.5576 0.7698
H -0.8435 -3.1893 -6.3033
H 3.0681 -0.4446 1.0309
H 1.5097 -7.6471 2.2263
H -5.1069 5.3789 2.3455
H 5.3953 3.3953 3.2336
H -3.8716 3.9300 5.6140
H 3.6478 -4.2518 0.5597
H -4.6626 7.4300 0.6175
H 9.3610 2.1595 0.5464
H -1.1894 3.1082 1.2763
H -1.0838 -5.8302 -1.8448
H -6.8703 1.1471 4.9340
H 3.2207 -2.5976 2.1896
H -6.0958 1.9308 2.7123
H 1.9031 8.3046 4.4017
H 3.3924 -3.0153 -1.2808
H -5.7875 3.2879 -0.1416
H -1.6781 -2.2376 -0.0038
H 7.2910 0.9811 -1.5012
H 0.3937 -6.6229 -1.3864
H -3.0427 -6.4085 4.4584
H 1.3252 -6.3152 1.0988
H -0.2093 -6.8123 -3.0848
H 2.3380 -4.9318 4.9524
H -0.3076 3.9371 4.0572
H -2.7216 -7.3779 -1.6981
H -0.4307 -4.9414 1.0840
H -5.8666 -2.5918 -3.0607
H -8.7537 -1.6173 4.7313
H -6.4217 -7.2976 -1.2591
H -2.9390 5.4520 2.4835
H 2.0272 0.2491 -3.2444
H -5.2912 -3.9849 -0.1968
H 0.7243 -3.8440 -0.9047
H 0.9445 4.8021 0.2191
H -0.1454 -6.1994 -5.1842
H 1.0900 9.4222 -0.2016
H -0.9448 2.0972 2.6126
H -0.8309 -1.6456 2.5839
H 7.8981 -2.9520 -4.0248
H -6.3354 -2.4466 1.1064
H 8.0182 -0.3019 2.0803
H 2.4626 -5.5108 -1.5650
H -8.9016 1.9886 4.0264
H 4.0842 7.4008 3.5203
H 6.1299 -4.4862 0.7409
H 4.7657 -1.8250 1.8898
H -6.4510 -5.5305 -0.6498
H -0.9206 2.8684 -5.8631
H -5.8180 -6.8917 0.2769
H -5.0609 -0.8914 2.3850
H -0.5505 -8.2897 2.4582
H 2.8656 3.4843 -4.8272
H -6.6077 -3.7839 -1.9934
H -1.6415 -6.1009 5.4482
H 2.3012 8.9116 -1.5339
H 4.4483 6.7846 0.3523
H 0.3709 -4.1952 -7.0092
H 4.2035 8.0253 -0.9410
H 4.7557 -3.4702 2.4538
H -1.6271 3.5254 -1.6660
H -5.8983 -1.3826 -0.3096
H -4.4794 4.6348 4.1383
H 4.7799 -0.8269 -3.7190
H 1.3516 2.7689 1.8300
H 5.6712 1.2195 2.2781
H 0.5576 7.2940 -0.1346
H 1.3764 5.1234 2.8129
H 2.5653 5.1009 0.5145
H -2.7136 -3.5127 -1.6419
H 3.2140 1.2687 -4.0776
H -3.9184 -5.8720 0.9024
H 1.8044 6.6812 -1.2430
H -4.0971 -8.3860 -1.9314
H 0.1914 6.0973 2.1517
H -3.9334 -2.6365 -3.9874
H -1.0510 -6.8616 1.3237
H -8.4035 2.0136 2.3166
H -8.3084 0.9192 0.3774
H 4.8651 4.6443 1.0255
H -2.9379 -0.9118 -0.0737
H 2.0324 10.0170 2.5135
H -2.1601 1.9280 -4.9311
H -3.4724 -7.9836 -0.2638
H 0.6301 -2.4385 -6.7833
H 2.8967 -6.7459 1.8418
H -2.6376 1.2727 0.9390
H 0.7801 0.5329 3.5634
H 8.0689 4.1344 -0.8587
H 5.6462 3.5225 -2.3697
H -6.2964 -0.3431 4.7113
H -5.7809 4.4783 -1.4881
H 0.1045 4.9279 -2.9102
H -3.3735 5.5322 5.2765
H -1.1027 4.6084 5.4699
H 6.7158 5.2552 -1.1916
H -3.8044 -3.3774 0.6175
H -2.3152 3.6730 -5.4003
H -2.7328 2.6052 -2.6839
H -0.7119 -3.4008 1.6115
H 2.4975 -3.7234 -6.4596
H -1.4816 -0.8263 -1.1096
H 8.1770 -2.7097 -2.2593
H 7.4406 5.1053 0.4847
H 1.9650 0.9168 -5.7462
H 0.7034 4.3809 -5.9190
H -9.4602 -0.4510 1.2878
H 4.1396 6.0743 2.3436
H 1.7887 -0.7977 3.0108
H -1.3387 2.9058 5.1847
H 2.5653 0.5247 -0.3973
H 2.0995 -2.1814 -2.4271
H -2.2465 -7.7768 2.2291
H 3.1600 -4.1801 -4.7833
H 2.1768 3.9391 -3.2574
H -0.5894 -3.5873 -2.0244
H -4.8233 0.3382 1.1826
H 1.6699 6.5881 4.7560
H 8.4569 -1.4012 -3.4023
H -1.3332 -0.0806 3.0537
H -2.7576 -4.0975 -3.9050
H -0.9427 5.3747 -4.2698
H 5.6167 -0.8333 -1.2578
H -1.5304 -4.2981 3.8109
*
```

The value obtained for the relative energy (zero: lowest compared OMol25 entry of this formula, charge and spin) is 0.0 kJ/mol.

These are the Löwdin partial charges, in e, on atoms 1 to 5: -0.040 -0.052 -0.059 -0.046 -0.063

DFT (ωB97M-V/def2-TZVPD) results for a molecular structure, C24H21CaFN3.

```
! RIJCOSX wB97M-V def2-TZVPD def2/J DEFGRID3
* xyz 1 1
Ca -0.0006 0.1750 -0.7249
F -0.0518 -7.0922 0.2468
N -2.5824 0.6285 -0.3085
N -0.1945 2.1758 0.0853
N 2.2696 0.9388 -0.5694
C -0.6902 -3.5557 0.5897
C 1.7577 -3.9239 0.5181
C 2.2160 2.2552 -0.0996
C 3.4835 0.3415 -0.5584
C 4.6019 2.3697 0.1889
C -5.0697 1.8950 0.0046
C -3.6973 -1.5756 -0.5233
C -3.7341 -0.1063 -0.3325
C 0.2096 -5.7507 0.1946
C 0.7622 -1.6649 0.9451
C -1.3984 2.8135 -0.0104
C 0.6692 -3.0191 0.6944
C 3.5654 -1.1117 -0.8479
C 3.3454 3.0157 0.2146
C -0.8944 -4.8990 0.3936
C 4.6809 1.0501 -0.2028
C -4.9831 0.5096 -0.2562
C -0.3028 5.0083 -0.0307
C -3.9296 2.6393 0.1324
C -1.4454 4.1990 -0.0896
C 0.9251 2.9293 -0.0360
C -2.6819 1.9976 -0.0193
C 1.5352 -5.3024 0.1998
C 0.9071 4.3339 -0.0822
H -0.2891 6.0778 0.1562
H 2.7838 -3.4647 0.6171
H -2.3917 4.7385 -0.2869
H 1.7191 -1.1277 0.9160
H 2.4015 -5.9804 0.2245
H 5.4984 2.9077 0.3264
H 4.3810 -1.3684 -1.5337
H -3.7984 -2.0520 0.4907
H -4.5511 -1.9472 -1.1549
H 1.8578 4.8640 -0.2223
H 3.2097 3.9580 0.6372
H -0.0178 -1.0848 1.4516
H -3.9588 3.6765 0.4991
H -2.7214 -1.8964 -0.9356
H 3.7940 -1.6871 0.0679
H 5.6465 0.5490 -0.2394
H -5.8766 -0.1114 -0.3747
H 2.5930 -1.5249 -1.2594
H -6.0670 2.3626 0.0527
H -1.5763 -2.9420 0.5965
H -1.9092 -5.2213 0.2547
*
```

These are the Löwdin partial charges, in e, on atoms 1 to 5: 1.432 0.015 0.070 -0.034 0.023

DFT (ωB97M-V/def2-TZVPD) results for 2 unconnected molecules or ions with the total composition C13H19N.

```
! RIJCOSX wB97M-V def2-TZVPD def2/J DEFGRID3
* xyz 0 1
N 1.7030 0.9985 -1.0050
C 2.2154 -0.9560 2.0989
C -0.7872 0.5492 1.5308
C 1.6246 -0.2256 0.9194
C -1.2845 -1.6988 -0.9636
C -1.7998 -2.5307 -2.1868
C 0.4562 1.2271 -0.4156
C 2.3768 0.1339 -0.1636
C -2.5296 -1.7255 -3.2490
C 0.3980 0.5119 0.7761
C -1.8318 1.9315 -0.1736
C -1.8068 1.3694 1.1388
C -0.6613 1.9724 -0.8941
C 2.4359 0.0809 3.2328
H -2.7035 1.4428 1.7386
H -0.9711 -3.0573 -2.6484
H -0.4890 2.1323 -1.9600
H -1.8095 -0.7487 -0.9158
H 3.2487 0.7435 2.9250
H 1.4759 -1.6646 2.4827
H -1.4361 -2.3499 -0.1090
H 1.6775 1.0833 -2.0005
H -2.7844 -0.7384 -2.8293
H -3.3862 -2.1756 -3.7398
H 2.6819 -0.3995 4.1765
H 3.3268 -0.3192 -0.3915
H 3.1648 -1.4475 1.9162
H -0.2312 -1.4607 -1.1138
H -2.7830 2.2765 -0.5429
H 1.6284 0.7990 3.3949
H -1.8820 -1.3437 -4.0540
H -0.8334 -0.2225 2.2939
H -2.4672 -3.2636 -1.7262
*
```

The value obtained for the relative energy (zero: lowest compared OMol25 entry of this formula, charge and spin) is 128.4 kJ/mol.

These are the Löwdin partial charges, in e, on atoms 1 to 5: 0.084 -0.185 -0.042 -0.198 -0.090

DFT (ωB97M-V/def2-TZVPD) results for a single C25H25N3O4 molecule.

```
! RIJCOSX wB97M-V def2-TZVPD def2/J DEFGRID3
* xyz 0 1
O 2.5415 -2.2116 3.0333
O 0.5157 -0.2634 3.7354
O 2.7648 0.4598 -2.6328
O -3.1912 0.8803 -1.0527
N 2.4785 1.5930 -0.7395
N -1.3986 -0.4226 -1.6322
N 0.7269 2.9573 -0.0549
C -2.4827 -2.1463 -2.6955
C 0.0843 0.0007 1.3653
C 0.3706 -0.2968 0.0394
C -5.1635 -2.5157 -3.2293
C 1.8539 2.3360 0.2499
C -3.4258 -1.2083 -2.2785
C 2.4561 2.4216 1.5214
C -4.7740 -1.3800 -2.5383
C 1.7529 -1.5460 2.1419
C 1.3436 -1.2468 -0.2325
C 0.6204 3.8430 2.1481
C -4.2251 -3.4505 -3.6452
C 1.9900 1.0080 -1.8777
C 3.7202 1.6873 1.8431
C 0.5064 1.0700 -2.1363
C -2.8732 -3.2775 -3.3823
C 0.1231 3.6861 0.8686
C -1.1232 -1.6907 -2.2674
C 2.0141 -1.8560 0.8099
C -0.5214 0.6418 4.0247
C -2.7256 -0.1097 -1.5793
C 1.8081 3.1955 2.4674
C 0.7599 -0.5893 2.4249
C -0.3920 0.4319 -1.0424
C 2.2576 -2.2006 4.4143
H -0.9703 1.2332 -0.5691
H 2.2262 3.2863 3.4605
H 0.3363 0.5713 -3.0917
H -4.5522 -4.3278 -4.1834
H 3.9683 1.8111 2.8944
H -0.6695 -2.3928 -1.5568
H -5.4891 -0.6428 -2.2081
H -2.1492 -4.0092 -3.7090
H -0.6798 0.7344 1.5647
H -0.4386 -1.5776 -3.1158
H -1.4878 0.2791 3.6615
H -0.5478 0.7102 5.1115
H 4.5550 2.0666 1.2520
H 3.6060 0.6228 1.6379
H 2.7778 -2.5928 0.6168
H 3.4618 1.4029 -0.5893
H -0.7984 4.1559 0.5532
H -0.3216 1.6324 3.6033
H -6.2081 -2.6783 -3.4492
H 0.1022 4.4474 2.8758
H 0.2313 2.1193 -2.2386
H 2.4072 -1.2119 4.8521
H 1.2382 -2.5347 4.6188
H 2.9647 -2.9045 4.8535
H 1.6021 -1.5053 -1.2467
*
```

The value obtained for the relative energy (zero: lowest compared OMol25 entry of this formula, charge and spin) is 203.3 kJ/mol.

These are the Löwdin partial charges, in e, on atoms 1 to 5: -0.071 -0.110 0.073 0.077 0.173

DFT (ωB97M-V/def2-TZVPD) results for 2 unconnected molecules or ions with the total composition C4H14N4O.

```
! RIJCOSX wB97M-V def2-TZVPD def2/J DEFGRID3
* xyz 0 1
O -1.2271 -1.3574 -1.6825
N 0.9018 0.2198 0.7140
N 1.5545 -0.4115 -0.3811
N -2.2352 -1.0443 0.3986
N -2.4673 0.5732 -1.0342
C 2.2370 -1.6503 -0.0374
C -1.8053 -0.7219 -0.8327
C 1.8124 1.0708 1.4636
C -1.6052 1.7448 -0.8605
H 2.6561 0.5387 1.9243
H 0.8451 -0.6049 -1.0825
H 2.2101 1.8236 0.7837
H -1.9797 -1.9375 0.7879
H 3.0774 -1.4348 0.6248
H 0.4792 -0.4744 1.3374
H 1.5796 -2.3837 0.4570
H -2.8646 0.5770 -1.9712
H -1.1756 1.7100 0.1403
H 1.2458 1.5687 2.2516
H -0.7905 1.7571 -1.5905
H -2.2032 2.6484 -0.9736
H 2.6224 -2.0979 -0.9522
H -2.8677 -0.1136 0.5152
*
```

The value obtained for the relative energy (zero: lowest compared OMol25 entry of this formula, charge and spin) is 164.3 kJ/mol.

These are the Löwdin partial charges, in e, on atoms 1 to 5: 0.050 -0.168 -0.139 0.136 -0.079

DFT (ωB97M-V/def2-TZVPD) results for 11 unconnected molecules or ions with the total composition C2H25O11.

```
! RIJCOSX wB97M-V def2-TZVPD def2/J DEFGRID3
* xyz -1 1
O -3.6562 2.8363 1.5829
O -3.6942 0.7423 -0.6621
O -2.7372 -1.6297 -1.3621
O 4.2418 -0.8797 1.3809
O -0.3182 -0.9067 -0.5271
O 3.4888 1.4643 -0.2611
O 0.2108 -0.3197 -2.9061
O 2.3408 -1.4997 -0.7761
O 2.1238 3.3863 1.3119
O -0.4682 -3.5977 -1.3201
O -1.1852 1.7973 -0.7681
C 0.7148 -0.4787 1.5449
C -0.6102 -0.9267 0.8859
H 1.5178 -1.2137 1.4449
H 3.0718 1.9453 0.4329
H 0.9298 0.4893 1.0849
H -1.1432 -4.1087 -0.9961
H 2.3778 -2.4927 -0.8871
H -0.8722 0.8983 -0.5401
H 0.0008 -0.5997 -1.9831
H -0.9502 2.3333 0.0229
H -0.8822 -1.9777 1.0459
H 0.7168 0.4563 -2.7061
H 3.7708 -1.2317 0.6509
H 3.6468 -0.1887 1.6259
H -1.4062 -0.2127 1.0179
H -0.3952 -2.6967 -0.9241
H -4.5862 2.7613 1.3889
H -2.9102 -2.5517 -1.3441
H -3.3192 -0.1237 -0.8421
H 1.2358 3.2863 1.5319
H 2.9108 1.5023 -1.0011
H 1.4558 -1.3547 -0.4051
H 0.5378 -0.3277 2.6199
H -2.9692 1.2983 -0.4811
H -1.9342 -1.4987 -0.8911
H -3.2672 1.9773 1.6079
H 2.0098 3.6413 0.4029
*
```

The value obtained for the relative energy (zero: lowest compared OMol25 entry of this formula, charge and spin) is 93.0 kJ/mol.

These are the Löwdin partial charges, in e, on atoms 1 to 5: -0.049 -0.067 -0.021 -0.056 -0.447

So what do the calculations give for F_max? Going down the list: 4.16; 4.14; 2.69; 0.86; 3.52; 3.68 eV Å⁻¹.
So what do the calculations give for total energy? Going down the list: -4651.44422; -1868.68471; -561.47384; -1432.92563; -455.00227; -918.85888 a.u..